[1]
Molecular formula: C2H3NOS
Method: DFT, the ωB97M-V functional and the def2-TZVPD basis

Values from the calculation:
energy above the lowest of the compared OMol25 structures with the same formula, charge and spin	113.18	kJ/mol
gap between HOMO and LUMO	8.49	eV
SMILES	N=C=O.C=S
LUMO energy	-0.99	eV
DFT total energy	-16494.02529	eV

ORCA input file:
```
! wB97M-V def2-TZVPD RIJCOSX def2/J DEFGRID3
* xyz 0 1
C -1.615 0.527 -0.479
S -1.147 0.020 -1.985
O 1.941 -0.336 2.290
H 0.921 -0.711 -0.661
H -2.697 0.755 -0.495
H -0.775 0.535 0.220
N 1.640 -0.415 -0.045
C 1.732 -0.376 1.155
*
```

Löwdin atomic charge list, values in e, 4 entries:
1. C -0.48
2. S 0.60
3. O 0.16
4. H -0.02

***

[2]
Molecular formula: C3H4OS
Method: DFT, the ωB97M-V functional and the def2-TZVPD basis

Values from the calculation:
energy above the lowest of the compared OMol25 structures with the same formula, charge and spin	67.21	kJ/mol
gap between HOMO and LUMO	10.16	eV
SMILES	C=CSC=O
LUMO energy	0.84	eV
DFT total energy	-16057.41312	eV

ORCA input file:
```
! wB97M-V def2-TZVPD RIJCOSX def2/J DEFGRID3
* xyz 0 1
C -1.902 0.181 -0.030
H -2.513 -0.707 -0.034
H -2.308 1.178 0.011
C 1.948 -0.348 -0.007
C -0.607 0.150 0.025
S 0.436 -1.269 0.008
O 2.112 0.835 -0.007
H 2.824 -1.063 -0.059
H 0.010 1.043 0.091
*
```

Löwdin atomic charge list, values in e, 4 entries:
1. C -0.07
2. H 0.06
3. H 0.06
4. C -0.62

***

[3]
Molecular formula: BrLi4
Method: DFT, the ωB97M-V functional and the def2-TZVPD basis

Values from the calculation:
energy above the lowest of the compared OMol25 structures with the same formula, charge and spin	6.90	kJ/mol
gap between HOMO and LUMO	11.05	eV
LUMO energy	-11.88	eV
DFT total energy	-70837.19613	eV

ORCA input file:
```
! wB97M-V def2-TZVPD RIJCOSX def2/J DEFGRID3
* xyz 3 1
Li 22.991 14.727 7.864
Br 23.562 12.667 5.917
Li 24.849 10.968 7.377
Li 21.616 13.710 4.389
Li 25.294 11.565 3.884
*
```

Löwdin atomic charge list, values in e, 4 entries:
1. Li 0.86
2. Br -0.32
3. Li 0.79
4. Li 0.82

***

[4]
Molecular formula: CHBrF3N
Method: DFT, the ωB97M-V functional and the def2-TZVPD basis

Values from the calculation:
energy above the lowest of the compared OMol25 structures with the same formula, charge and spin	0.00	kJ/mol
gap between HOMO and LUMO	10.19	eV
SMILES	FC(F)(F)NBr
LUMO energy	-0.45	eV
DFT total energy	-80737.47636	eV

ORCA input file:
```
! wB97M-V def2-TZVPD RIJCOSX def2/J DEFGRID3
* xyz 0 1
H 0.874 -1.063 -0.740
N 0.607 -0.121 -0.596
F -1.654 0.118 -0.768
F -0.931 -0.859 1.050
C -0.539 0.042 0.132
Br 2.142 0.605 0.224
F -0.499 1.277 0.698
*
```

Löwdin atomic charge list, values in e, 4 entries:
1. H 0.05
2. N -0.30
3. F 0.05
4. F 0.14

***

[5]
Molecular formula: C19H10Cl5F2N3Pd
Method: DFT, the ωB97M-V functional and the def2-TZVPD basis

Values from the calculation:
energy above the lowest of the compared OMol25 structures with the same formula, charge and spin	0.00	kJ/mol
gap between HOMO and LUMO	7.86	eV
LUMO energy	-0.95	eV
DFT total energy	-95861.92456	eV

ORCA input file:
```
! wB97M-V def2-TZVPD RIJCOSX def2/J DEFGRID3
* xyz 0 1
C -0.490 -2.047 -4.381
N -1.413 0.478 2.981
C 0.955 0.929 5.666
C 0.315 0.819 4.435
N -0.193 0.832 -1.919
C 0.937 1.016 0.166
C -0.536 2.841 -3.933
C 2.013 -3.038 -3.880
H 1.704 1.150 2.850
H 1.878 1.187 0.670
C -0.325 -3.424 -4.325
C 0.954 -3.921 -4.073
C 1.774 -1.667 -3.947
H -2.880 0.116 5.374
N 0.765 0.940 3.136
C -1.048 0.530 4.316
F -1.857 3.160 -4.110
C -1.825 0.339 5.460
C -0.316 0.725 2.322
H 2.010 1.153 5.749
C 0.924 1.042 -1.215
F 0.110 3.157 -5.108
C -0.243 0.767 0.855
Cl -1.651 -4.498 -4.552
Cl 3.593 -3.650 -3.556
H 1.828 1.210 -1.782
H -2.331 0.338 0.619
C -1.333 0.582 -1.261
Cl 1.217 -5.621 -3.999
H -1.775 0.304 7.590
C -1.202 0.446 6.684
C 0.532 -1.123 -4.203
C -1.398 0.542 0.115
H -0.157 3.479 -3.130
H -2.207 0.400 -1.871
H 0.622 0.811 7.765
Pd -0.142 0.922 -3.959
Cl -2.101 -1.394 -4.654
C 0.171 0.737 6.785
Cl 3.117 -0.569 -3.678
*
```

Löwdin atomic charge list, values in e, 4 entries:
1. C -0.71
2. N 0.19
3. C -0.02
4. C -0.19

***

[6]
Molecular formula: C5H10O
Method: DFT, the ωB97M-V functional and the def2-TZVPD basis

Values from the calculation:
energy above the lowest of the compared OMol25 structures with the same formula, charge and spin	509.15	kJ/mol
gap between HOMO and LUMO	9.38	eV
LUMO energy	1.04	eV
DFT total energy	-7389.48832	eV

ORCA input file:
```
! wB97M-V def2-TZVPD RIJCOSX def2/J DEFGRID3
* xyz 0 1
H -0.270 -1.706 -0.872
H 0.094 2.525 -0.068
C -1.812 -2.248 -0.801
H 1.303 0.809 -1.471
C 1.649 0.965 -0.449
H 2.725 0.854 -0.318
O -0.398 -1.550 0.128
C 0.928 1.991 0.387
C -0.573 -0.126 0.367
H 1.238 0.133 1.573
H -1.040 0.333 -0.520
H 1.503 2.582 1.099
H -2.610 -1.584 -0.415
H -1.273 -0.052 1.209
C 0.750 0.519 0.677
H -1.895 -3.179 -0.211
*
```

Löwdin atomic charge list, values in e, 4 entries:
1. H 0.08
2. H 0.10
3. C 0.04
4. H 0.11

***

[7]
Molecular formula: C3H8OS2
Method: DFT, the ωB97M-V functional and the def2-TZVPD basis

Values from the calculation:
energy above the lowest of the compared OMol25 structures with the same formula, charge and spin	52.66	kJ/mol
gap between HOMO and LUMO	9.67	eV
SMILES	OCCCSS
LUMO energy	0.56	eV
DFT total energy	-26958.06284	eV

ORCA input file:
```
! wB97M-V def2-TZVPD RIJCOSX def2/J DEFGRID3
* xyz 0 1
H -0.665 1.570 -0.879
O 0.716 -2.443 -0.723
H -1.031 1.301 2.868
H -1.156 -0.396 0.408
H -0.018 -3.044 -0.773
H -0.571 -1.333 -1.785
H 1.071 -0.641 -1.589
S -0.921 2.524 2.339
C -0.103 -0.269 0.148
C 0.122 1.224 -0.217
S 0.783 2.133 1.223
H 0.511 -0.705 0.930
C 0.246 -1.143 -1.094
H 1.017 1.220 -0.856
*
```

Löwdin atomic charge list, values in e, 4 entries:
1. H 0.09
2. O -0.07
3. H -0.21
4. H 0.10